The following is a DFT calculation (ωB97M-V with the def2-TZVPD basis set) of an isolated molecule of C9H15O2P at a distorted geometry.

```
27
Properties=species:S:1:pos:R:3:forces:R:3
C -0.3938 3.8337 -1.2148 -0.75 -0.28 -2.40
C -0.3360 2.6066 -1.7823 0.57 2.39 1.82
C 0.2923 -0.6899 1.0147 1.16 -0.19 -4.22
C -0.9555 -1.0212 1.2736 -0.17 -0.64 0.93
C 0.7053 1.7311 -1.1971 -1.61 0.43 -1.06
C -1.3249 -1.4300 2.6998 1.11 -2.09 0.15
C -2.0842 -1.1622 0.3194 0.59 2.32 -1.64
C 1.1178 -1.7670 -1.3164 0.70 -2.03 -1.69
C 1.1184 -0.4442 -0.5833 -1.61 -1.03 4.12
O 1.7608 2.1049 -0.7412 -1.06 0.86 -0.24
O 0.2895 0.4788 -1.2479 0.13 -0.15 -0.62
P 2.7815 0.2709 -0.2826 2.32 -1.48 -0.82
H -0.9948 4.6334 -1.6705 -0.25 -0.60 0.44
H 0.2468 4.1760 -0.4475 0.77 -0.10 0.70
H -1.0631 2.2927 -2.5046 0.10 -0.35 -0.32
H 1.0139 -0.8452 1.7409 1.42 0.18 1.42
H -0.4524 -1.6822 3.3710 -0.66 0.90 -0.76
H -1.8531 -2.4166 2.7022 0.14 0.66 -0.39
H -2.0001 -0.7622 3.1753 -0.47 0.85 0.47
H -2.8472 -1.7452 0.7496 -1.09 -0.63 0.23
H -1.7867 -1.5251 -0.6649 0.11 -0.50 0.20
H -2.4545 -0.1440 0.0230 -0.15 -0.73 0.63
H 1.8445 -1.9568 -2.2341 -1.24 1.20 1.74
H 1.3413 -2.6790 -0.6980 -0.24 1.25 -0.04
H 0.1013 -1.9298 -1.7172 0.41 0.05 0.12
H 3.2345 -0.9139 0.3570 -0.13 -0.43 0.20
H 2.6984 0.9862 0.8758 -0.10 0.14 1.00
```
Positions in Å, forces in eV/Å.

## Properties
HOMO level   -8.1 eV
Energy   -22956.3207 eV
Maximum force   0.0883 hartree/bohr
Charge   0
Energy above the lowest of the compared OMol25 structures with the same formula, charge and spin   57.27 kcal/mol

The following is a DFT calculation (ωB97M-V with the def2-TZVPD basis set) of a cluster of 2 separate species, C9H15O3S in total at a distorted geometry.

```
28
Properties=species:S:1:pos:R:3:forces:R:3
C 0.3161 -1.3447 -1.4464 0.34 3.55 1.58
C 1.1977 0.5263 -0.4380 -0.14 -2.89 -1.35
C 1.2761 -2.2525 -1.8312 0.71 -0.80 -0.35
C -0.1482 -0.2414 2.0588 -0.09 0.13 -0.03
C -0.5480 2.1073 -0.9987 0.14 -0.15 0.04
C 0.8736 2.5590 1.0248 0.12 -0.31 -0.17
C -1.8718 -2.7549 -0.4026 0.31 0.62 -0.46
C -0.8112 0.6826 1.0443 0.15 -0.23 -0.02
C 0.1925 1.4687 0.1851 -0.30 0.56 0.19
O 2.6043 -1.9329 -1.6016 -0.19 -0.37 -0.21
O 1.0154 -3.3403 -2.3597 0.39 0.20 0.16
O 2.3962 0.7016 -0.4919 -1.03 0.05 0.16
S -1.3487 -1.4394 -1.6108 -0.21 -0.61 0.09
H 0.4205 0.3163 2.8013 0.08 0.03 0.11
H -0.9018 -0.8290 2.5833 0.02 -0.07 0.06
H 0.5256 -0.9223 1.5430 0.03 -0.15 0.02
H -1.3434 2.7583 -0.6384 -0.08 0.07 0.07
H 0.1405 2.6946 -1.6042 0.04 0.09 -0.07
H -0.9769 1.3261 -1.6202 -0.09 -0.02 -0.09
H 0.1194 3.2032 1.4772 -0.07 0.05 0.00
H 1.5322 3.1632 0.4033 0.08 0.04 0.02
H 1.4714 2.1114 1.8188 0.06 0.07 0.02
H -1.2622 -3.6269 -0.6133 0.03 -0.12 0.01
H -2.9214 -2.9645 -0.5859 -0.18 -0.06 0.03
H -1.7164 -2.4131 0.6160 -0.01 0.02 0.17
H -1.4651 1.3932 1.5620 0.01 0.08 -0.09
H -1.4269 0.0830 0.3756 -0.03 0.06 0.04
H 2.6607 -1.0328 -1.2507 -0.08 0.15 0.06
```
Positions in Å, forces in eV/Å.

## Properties
HOMO level   -3.1 eV
Energy   -26553.1896 eV
Maximum force   0.0759 hartree/bohr
Charge   -1
Energy above the lowest of the compared OMol25 structures with the same formula, charge and spin   28.11 kcal/mol

The following is a DFT calculation (ωB97M-V with the def2-TZVPD basis set) of an isolated molecule of C9H15P at a distorted geometry.

```
25
Properties=species:S:1:pos:R:3:forces:R:3
C -0.4959 -0.4121 -0.4261 1.73 2.70 2.04
C 0.9548 -0.2856 0.2016 -3.14 4.40 -1.70
C -0.7496 -0.9748 -1.7454 1.51 -2.09 -3.84
C 0.3368 -2.6490 -0.1551 -0.60 -0.74 1.14
C -1.0095 -1.8263 -0.5951 6.02 -0.01 1.45
C -1.4775 0.6487 1.5963 -1.06 1.91 -0.52
C 2.5670 1.2550 -0.9195 -1.57 1.98 -2.28
C -1.4580 0.7324 0.0639 -0.40 -2.34 -0.80
C 1.5974 1.0832 0.2492 0.86 -0.64 -0.02
P 1.8811 -1.6184 0.7676 -1.26 -3.63 -0.18
H -1.5628 -0.6827 -2.3527 -1.09 0.89 -0.12
H -0.0132 -1.4486 -2.5080 -0.56 1.23 1.68
H -0.0359 -3.4143 0.5731 0.78 0.18 -0.76
H 0.9582 -3.0787 -0.9596 -0.96 -0.25 0.01
H -1.9034 -2.0211 -0.1518 -2.40 -0.96 0.89
H -0.4921 0.8221 2.0065 0.32 -0.24 0.05
H -1.8586 -0.3185 1.8727 -0.12 -0.30 0.45
H -2.1094 1.4811 2.0109 0.28 -0.96 -0.20
H 3.5297 0.7895 -0.7885 0.21 -0.25 -0.19
H 2.6740 2.4021 -1.0971 0.31 -1.94 0.32
H 1.9865 0.9023 -1.8524 1.38 0.27 1.13
H -1.1385 1.6939 -0.3247 -0.02 0.14 0.01
H -2.4691 0.4601 -0.4190 1.24 0.71 0.93
H 0.9484 1.9240 0.1554 -1.02 0.31 0.20
H 2.2216 1.2748 1.1351 -0.45 -0.37 0.30
```
Positions in Å, forces in eV/Å.

## Properties
Multiplicity   3
HOMO level (spin up / spin down)   -6.0 / -9.2 eV
Energy   -18858.9831 eV
Maximum force   0.1205 hartree/bohr
Charge   0
Energy above the lowest of the compared OMol25 structures with the same formula, charge and spin   0.00 kcal/mol

The following is a DFT calculation (ωB97M-V with the def2-TZVPD basis set) of a structure of composition C9H16 at a distorted geometry.

```
25
Properties=species:S:1:pos:R:3:forces:R:3
C -0.8701 -0.9004 -2.7168 1.80 -0.26 -1.23
C 0.1445 -0.6416 -1.9279 -4.10 2.28 4.41
C 2.2457 -0.2469 0.4566 -2.79 -1.32 0.44
C 1.3026 -1.2209 1.1350 0.01 0.20 0.79
C 0.7958 0.1022 0.7161 -0.24 0.87 0.30
C 0.5978 1.1747 1.7836 -1.11 -2.13 -0.09
C -1.5360 -0.7732 0.1844 3.13 -0.67 3.53
C -1.0036 1.4270 -0.5615 -0.73 2.96 -0.81
C -0.3700 0.1637 -0.2537 0.24 -5.17 -2.78
H -0.6739 -1.2031 -3.7397 -0.15 -0.26 -0.04
H -1.8774 -0.7611 -2.4513 -1.09 0.23 0.31
H 1.1475 -0.7095 -2.0555 2.71 -0.31 -0.79
H 2.8642 0.1080 1.1990 2.01 1.26 0.56
H 2.4856 -0.6299 -0.4805 1.18 0.06 -1.34
H 1.0534 -2.1241 0.6726 -0.63 -0.86 -1.58
H 1.3766 -1.5115 2.1590 0.41 0.65 0.95
H 0.9856 0.8657 2.7331 0.08 -0.14 0.64
H -0.4710 1.3113 1.7984 -0.47 0.13 0.91
H 0.9776 2.1051 1.5448 1.15 1.86 -0.74
H -1.1796 -1.7231 0.7027 -0.30 1.07 -0.90
H -2.1111 -1.0295 -0.5963 -2.04 -0.93 -2.79
H -2.1902 -0.3132 0.9063 -0.15 0.54 0.42
H -1.4522 1.4487 -1.5690 0.69 0.10 0.16
H -1.8800 1.7488 0.0316 0.43 -0.64 0.42
H -0.2789 2.2204 -0.3918 -0.03 0.48 -0.74
```
Positions in Å, forces in eV/Å.

## Properties
HOMO level   -9.2 eV
Energy   -9588.4097 eV
Maximum force   0.1253 hartree/bohr
Charge   0
Energy above the lowest of the compared OMol25 structures with the same formula, charge and spin   64.62 kcal/mol

Copy entry 3 word for word.
The following is a DFT calculation (ωB97M-V with the def2-TZVPD basis set) of an isolated molecule of C9H15P at a distorted geometry.

```
25
Properties=species:S:1:pos:R:3:forces:R:3
C -0.4959 -0.4121 -0.4261 1.73 2.70 2.04
C 0.9548 -0.2856 0.2016 -3.14 4.40 -1.70
C -0.7496 -0.9748 -1.7454 1.51 -2.09 -3.84
C 0.3368 -2.6490 -0.1551 -0.60 -0.74 1.14
C -1.0095 -1.8263 -0.5951 6.02 -0.01 1.45
C -1.4775 0.6487 1.5963 -1.06 1.91 -0.52
C 2.5670 1.2550 -0.9195 -1.57 1.98 -2.28
C -1.4580 0.7324 0.0639 -0.40 -2.34 -0.80
C 1.5974 1.0832 0.2492 0.86 -0.64 -0.02
P 1.8811 -1.6184 0.7676 -1.26 -3.63 -0.18
H -1.5628 -0.6827 -2.3527 -1.09 0.89 -0.12
H -0.0132 -1.4486 -2.5080 -0.56 1.23 1.68
H -0.0359 -3.4143 0.5731 0.78 0.18 -0.76
H 0.9582 -3.0787 -0.9596 -0.96 -0.25 0.01
H -1.9034 -2.0211 -0.1518 -2.40 -0.96 0.89
H -0.4921 0.8221 2.0065 0.32 -0.24 0.05
H -1.8586 -0.3185 1.8727 -0.12 -0.30 0.45
H -2.1094 1.4811 2.0109 0.28 -0.96 -0.20
H 3.5297 0.7895 -0.7885 0.21 -0.25 -0.19
H 2.6740 2.4021 -1.0971 0.31 -1.94 0.32
H 1.9865 0.9023 -1.8524 1.38 0.27 1.13
H -1.1385 1.6939 -0.3247 -0.02 0.14 0.01
H -2.4691 0.4601 -0.4190 1.24 0.71 0.93
H 0.9484 1.9240 0.1554 -1.02 0.31 0.20
H 2.2216 1.2748 1.1351 -0.45 -0.37 0.30
```
Positions in Å, forces in eV/Å.

## Properties
Multiplicity   3
HOMO level (spin up / spin down)   -6.0 / -9.2 eV
Energy   -18858.9831 eV
Maximum force   0.1205 hartree/bohr
Charge   0
Energy above the lowest of the compared OMol25 structures with the same formula, charge and spin   0.00 kcal/mol

- The lowest energy above the lowest of the compared OMol25 structures with the same formula, charge and spin belongs to which entry?
  C9H15P

- Look up the energy of the first one.
  -22956.3207 eV

What did the fourth record say?
The following is a DFT calculation (ωB97M-V with the def2-TZVPD basis set) of a structure of composition C9H16 at a distorted geometry.

```
25
Properties=species:S:1:pos:R:3:forces:R:3
C -0.8701 -0.9004 -2.7168 1.80 -0.26 -1.23
C 0.1445 -0.6416 -1.9279 -4.10 2.28 4.41
C 2.2457 -0.2469 0.4566 -2.79 -1.32 0.44
C 1.3026 -1.2209 1.1350 0.01 0.20 0.79
C 0.7958 0.1022 0.7161 -0.24 0.87 0.30
C 0.5978 1.1747 1.7836 -1.11 -2.13 -0.09
C -1.5360 -0.7732 0.1844 3.13 -0.67 3.53
C -1.0036 1.4270 -0.5615 -0.73 2.96 -0.81
C -0.3700 0.1637 -0.2537 0.24 -5.17 -2.78
H -0.6739 -1.2031 -3.7397 -0.15 -0.26 -0.04
H -1.8774 -0.7611 -2.4513 -1.09 0.23 0.31
H 1.1475 -0.7095 -2.0555 2.71 -0.31 -0.79
H 2.8642 0.1080 1.1990 2.01 1.26 0.56
H 2.4856 -0.6299 -0.4805 1.18 0.06 -1.34
H 1.0534 -2.1241 0.6726 -0.63 -0.86 -1.58
H 1.3766 -1.5115 2.1590 0.41 0.65 0.95
H 0.9856 0.8657 2.7331 0.08 -0.14 0.64
H -0.4710 1.3113 1.7984 -0.47 0.13 0.91
H 0.9776 2.1051 1.5448 1.15 1.86 -0.74
H -1.1796 -1.7231 0.7027 -0.30 1.07 -0.90
H -2.1111 -1.0295 -0.5963 -2.04 -0.93 -2.79
H -2.1902 -0.3132 0.9063 -0.15 0.54 0.42
H -1.4522 1.4487 -1.5690 0.69 0.10 0.16
H -1.8800 1.7488 0.0316 0.43 -0.64 0.42
H -0.2789 2.2204 -0.3918 -0.03 0.48 -0.74
```
Positions in Å, forces in eV/Å.

## Properties
HOMO level   -9.2 eV
Energy   -9588.4097 eV
Maximum force   0.1253 hartree/bohr
Charge   0
Energy above the lowest of the compared OMol25 structures with the same formula, charge and spin   64.62 kcal/mol